No. 1
# C3H6N2S2

A single C3H6N2S2 molecule (ωB97M-V/def2-TZVPD, the OMol25 dataset).

Cartesian coordinates (Å):
H  -1.473  -0.340  -1.419
H  1.840  2.106  0.557
S  1.405  1.551  -1.677
N  -0.480  -0.480  2.463
H  -1.119  -1.199  2.809
C  -0.460  -0.487  1.189
C  0.440  0.492  -0.855
H  -1.021  -1.139  0.557
N  0.359  0.425  0.506
H  -0.120  -1.560  -1.401
S  1.250  1.474  1.583
C  -0.401  -0.502  -1.637
H  -0.219  -0.341  -2.676

Its energy relative to the best compared isomer or geometry (same formula, charge and spin) is 24.7 kcal per mole. The calculation puts the LUMO energy at -0.009 eV. Its molar mass is 134.2 g mol⁻¹. The spin multiplicity is 1. As for the highest occupied orbital energy: -8.8 eV.

---

No. 2
# C3H6N2S2

2 unconnected molecules or ions with the total composition C3H6N2S2 (ωB97M-V/def2-TZVPD, the OMol25 dataset).

Cartesian coordinates (Å):
S  -3.769  0.160  0.037
N  -2.462  0.387  1.035
S  2.256  0.696  -0.534
C  -2.073  1.912  -0.489
H  2.491  1.511  1.760
H  -1.489  2.703  -0.926
H  3.448  1.023  -0.525
H  0.876  1.507  1.185
H  2.177  2.656  0.630
C  -3.213  1.460  -1.028
H  -3.500  1.688  -2.050
N  -1.705  1.288  0.641
C  1.858  1.704  0.935

Its energy relative to the best compared isomer or geometry (same formula, charge and spin) is 45.9 kcal per mole. The calculation puts the LUMO energy (alpha / beta) at 0.939 / -2.864 eV. Its molar mass is 134.2 g mol⁻¹. As for the expectation value of S²: 2.0208. The spin multiplicity is 3. As for the highest occupied orbital energy (alpha / beta): -6.3 / -9.0 eV.

---

No. 3
# C3H6N2S3

A single C3H6N2S3 molecule (ωB97M-V/def2-TZVPD, the OMol25 dataset).

Cartesian coordinates (Å):
N  0.705  -0.130  0.768
C  -0.087  -0.798  -0.261
H  -0.032  0.696  -1.769
C  0.260  -0.278  -1.658
S  -0.768  -2.551  1.355
C  -0.050  2.547  0.886
H  -1.041  1.978  0.794
H  -0.268  -0.921  -2.394
H  0.918  -0.506  1.746
S  0.240  4.156  0.912
H  -1.789  -3.572  0.859
S  1.265  1.454  0.678
H  1.312  -0.183  -1.721
N  -0.665  -1.892  -0.195

Its energy relative to the best compared isomer or geometry (same formula, charge and spin) is 63.1 kcal per mole. The calculation puts the LUMO energy at -0.523 eV. Its molar mass is 166.3 g mol⁻¹. The spin multiplicity is 1. As for the highest occupied orbital energy: -8.8 eV.

---

No. 4
# C3H6N2Si

A single C3H6N2Si molecule (ωB97M-V/def2-TZVPD, the OMol25 dataset).

Cartesian coordinates (Å):
H  2.794  0.050  0.128
Si  1.485  -0.118  -0.505
H  -0.905  -2.336  0.916
C  0.334  1.487  -0.282
H  -2.187  -0.256  0.911
H  0.282  2.498  -0.790
C  -1.134  -0.252  0.585
N  0.838  -1.669  0.248
H  -1.659  1.473  0.081
C  -0.364  -1.468  0.698
H  1.354  -0.381  -2.116
N  -0.839  0.972  0.128

Its energy relative to the best compared isomer or geometry (same formula, charge and spin) is 46.9 kcal per mole. The calculation puts the LUMO energy (alpha / beta) at 0.010 / -0.019 eV. Its molar mass is 98.2 g mol⁻¹. The spin multiplicity is 1. As for the highest occupied orbital energy (alpha / beta): -7.4 / -7.4 eV.

---

No. 5
# C3H6N3O

A gas-phase ion, C3H6N3O (charge +1) (ωB97M-V/def2-TZVPD, the OMol25 dataset).

Cartesian coordinates (Å):
C  -1.681  -0.096  0.041
H  0.929  -0.562  1.283
H  -0.680  -1.813  -0.672
O  -2.795  -0.322  0.452
N  -0.626  -0.892  -0.262
N  0.099  1.291  -0.633
C  -1.103  1.346  -0.207
H  2.177  -1.037  0.543
H  -1.582  2.317  0.104
N  1.519  -0.221  0.562
H  1.131  -0.492  -1.491
H  2.005  0.523  0.896
C  0.607  -0.043  -0.617

Its energy relative to the best compared isomer or geometry (same formula, charge and spin) is 18.0 kcal per mole. The calculation puts the LUMO energy at -4.646 eV. Its molar mass is 100.1 g mol⁻¹. The spin multiplicity is 1. Its net charge is +1. As for the highest occupied orbital energy: -14.3 eV.

---

No. 6
# C3H6N3O2

A gas-phase ion, C3H6N3O2 (charge +1) (ωB97M-V/def2-TZVPD, the OMol25 dataset).

Cartesian coordinates (Å):
O  2.567  0.718  0.318
N  -1.712  1.024  0.357
H  -1.923  -2.108  0.536
H  0.691  -0.067  -1.351
N  -0.290  -1.199  -0.091
O  1.520  -0.166  0.582
H  -0.734  1.540  -1.336
H  3.323  0.388  0.823
C  -1.577  -1.230  0.039
H  0.121  1.993  0.198
C  0.491  -0.060  -0.320
N  -2.278  -0.074  0.282
H  0.326  -2.030  0.288
C  -0.528  1.272  -0.324

Its energy relative to the best compared isomer or geometry (same formula, charge and spin) is 49.3 kcal per mole. The calculation puts the LUMO energy (alpha / beta) at -4.272 / -7.652 eV. Its molar mass is 116.1 g mol⁻¹. As for the expectation value of S²: 2.0158. The spin multiplicity is 3. Its net charge is +1. As for the highest occupied orbital energy (alpha / beta): -13.5 / -14.7 eV.

---

No. 7
# C3H6N3O2S

A molecular structure, C3H6N3O2S (ωB97M-V/def2-TZVPD, the OMol25 dataset).

Cartesian coordinates (Å):
H  2.317  -1.359  0.929
C  1.331  -1.014  0.720
H  1.979  1.217  0.186
H  2.500  -0.127  -0.825
N  -1.716  -0.359  0.672
O  -2.696  0.529  -1.028
H  0.067  1.066  -1.713
N  0.464  -1.914  -0.012
O  -3.532  0.796  0.920
H  0.813  -0.556  1.565
S  -0.782  -0.880  -0.566
H  -0.071  1.321  0.017
C  1.683  0.266  -0.258
N  -2.649  0.376  0.190
C  0.292  0.638  -0.798

Its energy relative to the best compared isomer or geometry (same formula, charge and spin) is 91.2 kcal per mole. The calculation puts the LUMO energy at 3.905 eV. Its molar mass is 148.2 g mol⁻¹. The spin multiplicity is 1. Its net charge is -1. As for the highest occupied orbital energy: -4.0 eV.

---

No. 8
# C3H6N3O3

A gas-phase ion, C3H6N3O3 (charge -1) (ωB97M-V/def2-TZVPD, the OMol25 dataset).

Cartesian coordinates (Å):
C  -0.526  0.115  0.268
O  2.010  0.373  -1.048
H  -0.771  -1.896  0.947
C  -1.085  -0.952  1.254
O  -2.847  0.094  -1.118
O  -3.087  2.207  -0.655
H  -2.131  -1.035  1.343
H  -0.777  -0.740  -1.589
N  -1.379  1.260  0.063
H  -0.714  -0.705  2.319
C  1.052  -0.136  -1.587
H  0.392  0.348  0.722
N  -2.452  1.168  -0.625
H  1.131  -0.602  -2.620
N  -0.117  -0.397  -0.959

Its energy relative to the best compared isomer or geometry (same formula, charge and spin) is 66.5 kcal per mole. The calculation puts the LUMO energy at 3.802 eV. Its molar mass is 132.1 g mol⁻¹. The spin multiplicity is 1. Its net charge is -1. As for the highest occupied orbital energy: -4.2 eV.

---

No. 9
# C3H6N3P

A single C3H6N3P molecule (ωB97M-V/def2-TZVPD, the OMol25 dataset).

Cartesian coordinates (Å):
H  -2.408  0.158  0.726
C  1.705  0.091  0.086
C  0.421  0.523  0.031
H  0.209  -2.672  -0.030
N  1.855  -1.248  0.053
H  -2.212  -0.069  -1.046
H  -0.753  2.014  0.600
P  -2.059  -0.953  0.033
N  -0.220  1.716  -0.177
N  -0.289  -0.736  0.194
H  2.691  0.548  0.119
C  0.634  -1.714  0.041
H  0.426  2.343  -0.629

Its energy relative to the best compared isomer or geometry (same formula, charge and spin) is 27.8 kcal per mole. The calculation puts the LUMO energy at 0.778 eV. Its molar mass is 115.1 g mol⁻¹. The spin multiplicity is 1. As for the highest occupied orbital energy: -8.1 eV.

---

No. 10
# C3H6N3S

2 unconnected molecules or ions with the total composition C3H6N3S (ωB97M-V/def2-TZVPD, the OMol25 dataset).

Cartesian coordinates (Å):
C  -1.139  -1.579  -0.060
N  1.214  -1.507  -0.267
H  -1.572  -2.024  -0.966
H  -0.288  2.908  -0.380
H  -0.938  1.205  0.199
C  -0.224  2.040  0.188
H  -1.146  -2.422  0.624
H  -1.771  -0.758  0.302
S  2.484  1.014  -0.321
N  2.358  -1.524  -0.308
N  0.120  -1.093  -0.193
H  -0.147  2.302  1.204
C  1.049  1.438  -0.022

Its energy relative to the best compared isomer or geometry (same formula, charge and spin) is 103.7 kcal per mole. The calculation puts the LUMO energy at -5.623 eV. Its molar mass is 116.2 g mol⁻¹. The spin multiplicity is 1. Its net charge is +1. As for the highest occupied orbital energy: -14.0 eV.

---

No. 11
# C3H6N4

A single C3H6N4 molecule (ωB97M-V/def2-TZVPD, the OMol25 dataset).

Cartesian coordinates (Å):
N  -2.255  -0.611  -0.003
H  -0.707  2.698  0.234
C  0.017  1.998  -0.026
C  -1.167  -1.321  -0.052
H  1.760  -0.358  0.842
N  -0.036  -0.440  -0.022
H  1.045  1.808  0.288
H  1.601  -1.704  0.067
H  -0.983  -2.391  -0.145
C  1.357  -0.715  -0.128
N  -1.970  0.670  -0.092
H  1.954  -0.445  -0.936
N  -0.617  0.813  -0.028

Its energy relative to the best compared isomer or geometry (same formula, charge and spin) is 110.7 kcal per mole. The calculation puts the LUMO energy at 0.621 eV. Its molar mass is 98.1 g mol⁻¹. The spin multiplicity is 1. As for the highest occupied orbital energy: -7.2 eV.

---

No. 12
# C3H6N4

A single C3H6N4 molecule (ωB97M-V/def2-TZVPD, the OMol25 dataset).

Cartesian coordinates (Å):
H  -0.719  1.252  1.765
H  -0.818  2.104  0.199
H  -2.224  1.165  0.789
N  0.910  -1.545  -0.854
H  2.831  0.058  -0.103
H  1.756  1.294  0.375
C  -1.128  1.198  0.744
N  -0.600  -1.737  -1.241
C  0.901  -0.462  -0.159
N  -1.318  -0.915  -0.544
C  -0.617  -0.013  0.057
H  -0.911  -2.697  -1.339
N  1.938  0.299  0.311

Its energy relative to the best compared isomer or geometry (same formula, charge and spin) is 38.5 kcal per mole. The calculation puts the LUMO energy at 0.905 eV. Its molar mass is 98.1 g mol⁻¹. The spin multiplicity is 1. As for the highest occupied orbital energy: -8.8 eV.